ORCA calculation (wB97M-V/def2-TZVPD) on a cluster of 3 separate species, C3H8 in total in a non-equilibrium geometry.

The multiplicity is 1. The value obtained for the energy above the lowest of the compared OMol25 structures with the same formula, charge and spin is 389.9 kJ/mol. The HOMO-LUMO gap comes out at 10.52 eV. As for the HOMO energy: -9.34 eV. The energy comes out at -3236.7123 eV.

```
11
Properties=species:S:1:pos:R:3:forces:R:3:lowdin_charge:R:1
C 1.120 -0.143 -0.548 -0.9 -1.8 -0.2 -0.119
C -0.996 -0.106 0.622 -0.5 -2.6 -1.1 -0.151
C -0.046 0.685 -0.202 -0.3 0.6 0.9 -0.442
H -0.756 -1.392 -0.096 -1.7 2.4 1.7 0.115
H 0.009 1.383 0.660 1.2 0.8 -0.7 0.117
H 1.767 0.237 -1.363 -0.5 -0.7 0.3 0.062
H 1.710 -0.506 0.294 0.0 0.2 0.0 0.053
H -0.493 1.198 -1.063 0.0 -0.3 0.3 0.112
H -1.965 0.418 0.766 0.2 -1.0 -0.2 0.073
H -0.569 -0.391 1.591 -0.1 0.1 -0.2 0.062
H 0.220 -1.381 -0.662 2.6 2.2 -0.7 0.119
```
Forces are in eV/Å.


ORCA calculation (wB97M-V/def2-TZVPD) on the molecule C3H4N2O.

The multiplicity is 1. The value obtained for the energy above the lowest of the compared OMol25 structures with the same formula, charge and spin is 35.0 kJ/mol. The HOMO-LUMO gap comes out at 10.62 eV. As for the HOMO energy: -9.82 eV. The energy comes out at -8203.5229 eV.

```
10
Properties=species:S:1:pos:R:3:forces:R:3:lowdin_charge:R:1
O -1.291 1.758 0.351 0.3 0.1 -0.3 0.077
N 0.804 0.809 -0.050 -0.1 0.1 0.0 0.121
N 0.288 -1.394 -0.135 0.3 0.3 0.0 0.047
C 1.218 -0.520 -0.147 -0.1 -0.1 0.0 -0.193
C -0.956 -0.638 -0.037 -0.3 0.1 0.2 -0.127
C -0.580 0.826 0.070 -0.1 0.0 0.1 -0.462
H -1.506 -0.782 0.899 0.1 -0.6 0.0 0.133
H 1.388 1.607 0.146 0.0 -0.1 -0.1 0.150
H -1.639 -0.897 -0.853 0.2 0.3 0.1 0.130
H 2.278 -0.744 -0.252 -0.2 0.0 0.1 0.124
```
Forces are in eV/Å.


ORCA calculation (wB97M-V/def2-TZVPD) on the molecule C2H5NO3S in a non-equilibrium geometry.

The multiplicity is 1. The value obtained for the energy above the lowest of the compared OMol25 structures with the same formula, charge and spin is 270.6 kJ/mol. The HOMO-LUMO gap comes out at 10.57 eV. As for the HOMO energy: -10.01 eV. The energy comes out at -20620.7293 eV.

```
12
Properties=species:S:1:pos:R:3:forces:R:3:lowdin_charge:R:1
S 1.483 -0.288 -0.430 0.4 0.4 -1.1 0.933
O 0.596 1.052 0.052 3.3 -0.4 -0.8 -0.223
O 1.497 -1.168 0.689 0.0 -0.6 0.8 -0.369
O 2.892 0.524 -0.441 -1.1 -0.3 -0.1 -0.239
N -1.679 0.417 0.309 0.8 -0.4 -0.7 0.034
C -1.536 -0.944 -0.195 -4.9 1.8 0.2 -0.131
C -0.680 1.175 0.245 -3.9 2.2 0.8 -0.370
H -1.039 -0.959 -1.087 0.8 0.1 -3.0 0.031
H 2.998 0.821 0.471 0.4 0.3 0.4 0.069
H -0.926 2.252 0.321 0.4 -0.4 0.5 0.138
H -2.612 -1.308 -0.285 1.6 0.0 -0.2 0.112
H -0.995 -1.574 0.350 1.9 -2.6 3.1 0.015
```
Forces are in eV/Å.


ORCA calculation (wB97M-V/def2-TZVPD) on a structure of composition C40H49IN6O2SSbSr.

The multiplicity is 1. The value obtained for the energy above the lowest of the compared OMol25 structures with the same formula, charge and spin is 48.8 kJ/mol. The HOMO-LUMO gap comes out at 7.16 eV. Its net charge is -1. As for the HOMO energy: -5.13 eV. The energy comes out at -81625.3652 eV.

```
101
Properties=species:S:1:pos:R:3:forces:R:3:lowdin_charge:R:1
I -4.266 0.595 -2.788 0.0 0.0 0.0 0.924
Sb -1.039 0.152 2.495 0.0 0.1 -0.1 1.631
Sr 0.053 0.404 -1.604 -0.3 0.4 0.0 1.209
S -1.400 3.136 -1.446 0.0 -0.1 0.0 0.448
O 1.553 1.566 -3.141 0.0 -0.2 0.2 -0.244
O -1.761 -1.009 -0.852 0.2 -0.1 -0.2 -0.368
N 2.552 0.626 -0.376 -0.1 0.0 -0.1 0.025
N 7.852 1.417 -0.261 0.0 0.0 0.0 0.152
N 1.169 -2.758 -1.140 0.0 0.0 0.0 0.041
N -1.641 0.734 -4.141 -0.1 0.0 0.1 0.007
N 0.973 4.303 -0.430 0.0 0.0 0.0 0.019
N 0.954 -1.240 -3.397 0.1 -0.2 -0.1 -0.071
C 2.050 -1.192 -4.050 0.1 0.1 0.0 -0.126
C -3.425 -2.662 -0.438 0.0 0.0 0.0 -0.046
C -1.087 -3.172 -0.195 0.1 0.1 0.0 -0.187
C 5.293 0.551 -4.587 0.0 0.1 0.0 -0.125
C -0.905 2.400 -5.696 0.0 0.0 0.0 -0.046
C 5.019 1.833 -4.074 0.1 -0.1 -0.1 -0.106
C 2.696 1.216 -3.580 0.2 0.2 0.0 -0.413
C 0.129 1.593 3.695 0.0 0.0 0.0 -0.717
C -1.417 -1.295 5.306 0.0 0.0 0.0 -0.120
C 4.278 -0.374 -4.590 0.0 -0.1 0.0 -0.081
C 6.716 1.247 -0.286 -0.1 0.0 0.0 -0.173
C -1.410 -4.467 0.184 0.0 0.0 0.0 -0.076
C -3.732 -3.955 -0.063 0.0 0.0 0.0 -0.110
C -0.723 1.233 -4.974 0.1 0.0 0.0 -0.144
C 0.818 -3.470 -2.368 0.0 0.0 0.1 -0.196
C -3.785 0.960 3.891 0.0 0.0 0.0 -0.118
C -2.784 1.389 -4.038 0.0 0.1 -0.1 -0.825
C -0.546 2.189 4.925 0.0 0.0 0.0 -0.117
C 5.290 1.033 -0.309 0.1 0.0 0.0 -0.224
C 3.401 -0.390 -0.552 -0.1 -0.1 0.0 -0.117
C 3.056 1.847 -0.181 0.0 0.1 0.0 -0.121
C 0.496 2.714 2.719 -0.1 0.0 0.0 -0.147
C -2.987 2.450 2.064 0.0 0.0 0.0 -0.134
C -3.072 2.565 -4.712 -0.1 0.0 0.0 -0.162
C -2.434 -2.434 3.336 0.0 0.0 0.0 -0.120
C -2.083 -2.216 -0.522 -0.2 0.0 0.1 -0.444
C -2.101 3.082 -5.550 0.0 0.0 0.0 -0.068
C 0.000 3.833 -0.862 -0.1 0.0 0.0 -0.942
C 0.228 -2.507 -3.403 -0.1 0.1 0.1 -0.208
C 4.418 2.099 -0.139 0.0 0.0 0.0 0.005
C 1.427 0.900 4.110 0.0 0.0 0.0 -0.142
C -3.076 1.001 2.541 0.1 0.0 0.0 -0.697
C 2.998 -0.092 -4.081 -0.1 -0.1 0.0 -0.156
C -3.884 0.213 1.509 0.0 0.0 0.0 -0.141
C -2.734 -4.877 0.252 0.0 0.0 0.0 -0.128
C 0.306 -2.657 -0.216 0.0 0.0 0.0 -0.150
C 4.776 -0.240 -0.515 0.0 0.0 -0.1 0.000
C -1.245 -1.606 3.823 0.0 0.0 0.0 -0.702
C 3.776 2.157 -3.601 -0.1 0.0 0.0 -0.029
C 0.015 -2.455 3.629 0.0 0.0 0.0 -0.136
H 5.806 2.579 -4.055 0.0 0.0 0.0 0.098
H 3.555 3.145 -3.216 0.0 0.0 0.0 0.114
H 0.205 0.681 -5.033 0.0 0.0 0.0 0.089
H -3.389 -1.941 3.523 0.0 0.0 0.0 0.058
H 1.748 -3.888 -2.762 0.0 0.0 0.0 0.105
H 0.111 -4.285 -2.196 0.0 0.0 0.0 0.110
H 2.368 -2.078 -4.621 0.0 0.0 0.0 0.126
H -3.412 0.236 0.525 0.0 0.0 0.0 0.038
H -2.983 -5.887 0.551 0.0 0.0 0.0 0.084
H -2.374 -2.662 2.269 0.0 0.0 0.0 0.056
H -1.550 -2.236 5.856 0.0 0.0 0.0 0.081
H -4.004 2.832 1.906 0.0 0.0 0.0 0.087
H -3.235 1.493 4.669 0.0 0.0 0.0 0.059
H -0.814 -2.291 -3.157 0.0 0.0 0.0 0.104
H 1.931 0.442 3.254 0.0 0.0 0.0 0.069
H -0.115 2.769 -6.333 0.0 0.0 0.0 0.108
H -0.839 1.430 5.651 0.0 0.0 0.0 0.059
H -2.462 2.548 1.111 0.0 0.0 0.0 0.021
H -4.764 1.446 3.788 0.0 0.0 0.0 0.083
H 5.430 -1.087 -0.666 0.0 0.0 0.0 0.120
H 4.460 -1.373 -4.977 0.0 0.0 0.0 0.101
H 0.154 2.871 5.425 0.0 0.0 0.0 0.082
H 2.947 -1.359 -0.738 0.0 0.0 0.0 0.085
H 6.274 0.302 -4.967 0.0 0.0 0.0 0.085
H 0.240 -2.992 -4.387 0.1 0.0 0.0 0.115
H 0.974 2.331 1.815 0.0 0.0 0.0 0.040
H 0.609 -2.050 0.644 0.0 0.0 0.0 0.085
H -2.450 -3.391 3.874 0.0 0.0 0.0 0.088
H -0.368 3.297 2.401 0.0 0.0 0.0 0.061
H -2.290 -0.673 5.503 0.0 0.0 0.0 0.058
H -2.278 4.011 -6.077 0.0 0.0 0.0 0.107
H -4.773 -4.255 -0.009 0.0 0.0 0.0 0.095
H 0.933 -1.913 3.860 0.0 0.0 0.0 0.059
H 2.352 2.666 -0.086 0.0 0.0 0.0 0.057
H 4.783 3.106 0.004 0.0 0.0 0.0 0.125
H 0.086 -2.827 2.606 0.0 0.0 0.0 0.050
H -1.430 2.770 4.666 0.0 0.0 0.0 0.057
H -2.507 3.103 2.793 0.0 0.0 0.0 0.058
H -0.030 -3.330 4.290 0.0 0.0 0.0 0.083
H -0.612 -5.159 0.437 0.0 0.0 0.0 0.111
H 1.270 0.128 4.865 0.0 0.0 0.0 0.055
H 2.115 1.641 4.533 0.0 0.0 0.0 0.081
H -4.212 -1.956 -0.673 0.0 0.0 0.0 0.077
H -3.968 -0.058 4.236 0.0 0.0 0.0 0.054
H -4.018 3.064 -4.563 0.0 0.0 0.0 0.087
H -0.544 -0.797 5.728 0.0 0.0 0.0 0.056
H -4.884 0.659 1.423 0.0 0.0 0.0 0.087
H -4.009 -0.834 1.789 0.0 0.0 0.0 0.057
H 1.205 3.403 3.193 0.0 0.0 0.0 0.088
```
Forces are in eV/Å.


ORCA calculation (wB97M-V/def2-TZVPD) on the ion C3H9N4 with charge +1 in a non-equilibrium geometry.

The multiplicity is 1. The value obtained for the energy above the lowest of the compared OMol25 structures with the same formula, charge and spin is 403.3 kJ/mol. The HOMO-LUMO gap comes out at 10.30 eV. Its net charge is +1. As for the HOMO energy: -13.86 eV. The energy comes out at -9207.4414 eV.

```
16
Properties=species:S:1:pos:R:3:forces:R:3:lowdin_charge:R:1
N 1.317 -0.111 0.175 1.3 -0.8 -1.4 -0.039
N 0.158 2.004 -0.112 -0.8 0.1 -0.4 0.060
N -0.817 0.113 -1.194 -1.0 -1.1 -3.3 -0.053
N -1.042 -0.941 -0.206 -1.6 1.7 -1.2 0.095
C 0.490 -1.010 0.718 2.1 -1.4 -1.0 -0.074
C -0.681 1.479 -0.891 0.7 0.4 1.6 -0.205
C 1.189 1.278 0.590 0.9 2.0 -3.7 -0.188
H 0.266 -0.689 1.695 -1.2 -0.2 1.2 0.111
H 2.059 2.010 0.341 -0.7 -2.1 0.8 0.173
H -1.285 -0.011 -2.168 0.8 -0.3 2.7 0.188
H -1.567 -1.695 -0.769 1.3 0.8 1.4 0.201
H -1.739 -0.510 0.435 0.3 -0.8 -0.1 0.161
H -1.352 2.184 -1.339 -0.6 -0.1 -0.7 0.121
H 0.951 -2.024 0.620 -1.4 0.5 0.1 0.150
H 1.751 -0.481 -0.732 -0.5 1.7 1.9 0.196
H 0.885 1.399 1.577 0.2 -0.4 2.2 0.103
```
Forces are in eV/Å.